1.
DFT (wB97M-V/def2-TZVPD) results for a cluster of 19 separate species, C29H45Cl36F8NO5 in total at a distorted geometry.

Calculated values
Maximum force   1.5 eV/Å
LUMO level   -0.2 eV
Gap between HOMO and LUMO   10.4752 eV
Energy   -515077.0688 eV

Each line ends with the Mulliken charge.
Geometry (Å):
N -3.464 2.454 -4.432  -0.49
C -2.573 3.102 -4.733  0.58
O -1.542 3.817 -5.064  -0.49
C -1.192 3.805 -6.494  1.26
C -0.190 2.712 -6.847  -0.79
C 0.110 1.795 -5.667  -0.47
O 1.059 0.825 -6.079  -0.44
C 0.917 -0.398 -5.401  -0.71
C 1.077 -0.271 -3.883  1.18
F 2.051 0.639 -3.598  -0.35
F -0.076 0.151 -3.292  -0.32
C 1.479 -1.606 -3.196  0.36
F 0.384 -2.408 -3.176  -0.25
F 2.440 -2.226 -3.917  -0.31
C 2.015 -1.446 -1.736  0.65
F 3.346 -1.178 -1.796  -0.26
F 1.407 -0.424 -1.104  -0.27
C 1.876 -2.690 -0.836  -0.06
F 0.573 -2.989 -0.612  -0.16
F 2.466 -3.751 -1.440  -0.20
C -2.436 3.953 -7.356  -0.64
O -2.800 5.318 -7.121  -0.23
C -1.717 5.944 -6.602  0.50
O -1.718 7.016 -6.130  -0.50
O -0.636 5.100 -6.692  -0.40
H 0.722 3.185 -7.216  -0.20
H -0.632 2.116 -7.653  0.36
H 0.527 2.375 -4.835  0.29
H -0.810 1.297 -5.334  0.60
H -0.042 -0.868 -5.649  0.06
H 1.703 -1.053 -5.781  0.51
H 2.358 -2.482 0.126  0.27
H -3.259 3.262 -7.177  0.42
H -2.103 3.853 -8.396  0.42
C -2.513 -3.431 0.556  0.14
Cl -2.681 -2.854 2.223  -0.16
Cl -3.943 -3.084 -0.415  -0.16
H -1.667 -2.926 0.109  -0.11
H -2.361 -4.504 0.583  0.29
C 7.261 -0.673 -3.144  0.14
Cl 7.160 1.007 -3.692  -0.12
Cl 7.949 -1.739 -4.372  -0.16
H 7.893 -0.706 -2.265  0.28
H 6.261 -1.011 -2.919  -0.12
C 3.811 4.696 -6.959  -0.28
Cl 2.699 4.375 -5.623  -0.10
Cl 3.400 3.760 -8.403  -0.17
H 3.753 5.749 -7.205  0.31
H 4.811 4.421 -6.644  0.26
C -0.834 -3.733 5.293  0.32
Cl 0.917 -3.992 5.277  -0.17
Cl -1.680 -5.006 6.186  -0.14
H -1.039 -2.785 5.778  0.12
H -1.194 -3.734 4.272  -0.11
C -2.886 8.423 -2.876  -0.06
Cl -4.454 7.671 -2.552  -0.14
Cl -2.777 10.059 -2.209  -0.17
H -2.115 7.817 -2.415  0.26
H -2.745 8.479 -3.947  0.12
C -2.860 -8.615 5.904  0.03
Cl -3.879 -9.220 7.214  -0.15
Cl -3.199 -9.418 4.365  -0.16
H -3.047 -7.556 5.783  0.01
H -1.824 -8.797 6.163  0.27
C -2.613 -4.528 -3.961  -0.21
Cl -2.452 -2.880 -4.580  -0.11
Cl -2.052 -5.729 -5.131  -0.16
H -2.013 -4.614 -3.063  0.11
H -3.659 -4.713 -3.749  0.36
C -0.131 -2.256 8.758  -0.14
Cl 1.439 -1.458 8.604  -0.16
Cl -1.445 -1.259 8.112  -0.16
H -0.099 -3.186 8.201  0.15
H -0.326 -2.436 9.808  0.30
C -2.096 -2.993 -8.181  -0.23
Cl -1.569 -1.337 -7.830  -0.06
Cl -0.727 -4.087 -8.391  -0.15
H -2.690 -3.340 -7.344  0.11
H -2.671 -2.976 -9.098  0.34
C -3.672 0.150 10.784  0.73
Cl -5.413 -0.012 11.016  -0.17
Cl -2.758 -0.398 12.198  -0.18
H -3.385 -0.459 9.936  -0.14
H -3.446 1.195 10.609  -0.29
C 8.996 4.014 -3.429  -0.15
Cl 10.489 4.894 -3.775  -0.16
Cl 7.558 4.947 -3.870  -0.14
H 8.998 3.096 -4.001  0.16
H 8.955 3.808 -2.366  0.30
C 0.937 2.113 8.750  -0.37
Cl -0.513 2.079 9.763  -0.01
Cl 1.472 3.766 8.412  -0.17
H 1.730 1.593 9.272  0.30
H 0.705 1.625 7.811  0.30
C -7.447 -1.235 7.843  -0.32
Cl -5.700 -1.499 7.790  -0.09
Cl -8.298 -2.554 8.652  -0.15
H -7.632 -0.320 8.392  0.24
H -7.811 -1.163 6.825  0.32
C 0.925 4.877 11.945  0.27
Cl 2.491 4.626 12.721  -0.17
Cl -0.373 5.150 13.121  -0.17
H 0.993 5.747 11.304  0.30
H 0.679 3.992 11.372  -0.26
C 3.739 -6.732 -2.592  0.07
Cl 5.461 -7.075 -2.807  -0.16
Cl 2.908 -8.005 -1.692  -0.17
H 3.645 -5.805 -2.040  -0.03
H 3.284 -6.648 -3.572  0.29
C -3.227 4.628 10.952  0.36
Cl -4.201 3.925 12.246  -0.14
Cl -3.565 3.870 9.388  -0.15
H -3.458 5.684 10.878  0.33
H -2.182 4.480 11.192  -0.38
C -5.776 6.709 -6.534  0.18
Cl -6.818 6.615 -5.115  -0.16
Cl -6.204 5.503 -7.760  -0.18
H -5.881 7.692 -6.977  0.31
H -4.755 6.529 -6.223  -0.17
C 8.285 -9.008 -1.465  0.25
Cl 8.728 -10.532 -2.241  -0.15
Cl 9.682 -7.955 -1.203  -0.16
H 7.583 -8.488 -2.104  -0.19
H 7.840 -9.230 -0.502  0.27

***

2.
DFT (wB97M-V/def2-TZVPD) results for a structure of composition C29H45ClN4O2Os at a distorted geometry.

Calculated values
Maximum force   4.9 eV/Å
LUMO level (alpha / beta)   3.9 / 3.8 eV
Charge   -2
Gap between HOMO and LUMO (alpha / beta)   1.0861 / 4.4825 eV
Energy   -55843.0537 eV
2S+1   5
<S²>   6.01

Each line ends with the Mulliken charge.
Geometry (Å):
Os 1.154 -0.353 0.641  0.78
Cl -1.033 -0.256 0.754  -0.29
C 4.912 -0.626 1.990  -0.46
C 2.948 -1.081 0.986  -0.45
N 3.562 -0.774 2.176  0.51
H 6.102 -0.751 0.150  0.33
N 3.970 -1.129 0.074  0.31
H 5.585 -0.322 2.764  0.44
C 2.751 -0.398 3.327  1.11
C 3.674 -0.310 4.522  -2.27
C 2.061 0.908 3.012  -0.52
H 4.398 0.508 4.385  0.39
H 3.082 -0.100 5.420  0.47
H 4.194 -1.269 4.652  0.43
H 0.994 -1.167 4.273  0.43
H 2.050 -2.418 3.538  0.32
H 1.374 0.778 2.085  -0.04
C 1.636 -1.414 3.416  -1.21
H 2.781 1.702 2.792  -0.34
H 1.414 1.175 3.859  0.57
H 1.015 -1.362 2.460  0.22
C 5.160 -0.852 0.682  -0.55
C 4.076 0.020 -2.094  -1.43
H 5.138 0.286 -2.021  0.32
H 3.823 -0.100 -3.155  0.51
C 3.770 -1.297 -1.380  1.73
H 2.119 -1.845 -2.623  0.50
C 4.792 -2.345 -1.810  -1.85
H 4.671 -3.273 -1.244  0.35
H 3.485 0.847 -1.678  0.05
H 1.577 -0.884 -1.242  0.32
H 5.819 -1.983 -1.676  0.37
H 4.653 -2.564 -2.869  0.45
C 2.309 -1.698 -1.555  -1.91
H 2.089 -2.617 -1.005  0.40
C -6.572 -0.188 -1.443  -0.23
N -5.375 -0.039 -0.783  0.21
H -6.963 -0.877 -3.459  -0.10
N -4.916 -0.775 -2.728  -0.41
H -7.527 0.033 -1.023  0.14
C -5.331 0.246 0.647  2.98
C -6.682 0.787 1.081  -2.57
C -5.075 -1.064 1.380  -2.02
H -7.461 0.025 0.960  0.46
H -6.622 1.023 2.150  0.43
H -6.957 1.691 0.522  0.45
H -4.154 1.393 2.000  0.44
H -4.453 2.194 0.422  0.36
H -4.150 -1.545 1.036  0.25
C -4.226 1.241 0.913  -1.41
H -5.927 -1.737 1.222  0.40
H -5.004 -0.847 2.452  0.46
H -3.277 0.858 0.534  -0.02
C -6.283 -0.649 -2.665  -0.29
C -3.963 -2.879 -3.456  -3.21
H -4.902 -3.428 -3.302  0.53
H -3.422 -3.348 -4.288  0.50
C -4.277 -1.440 -3.853  6.69
H -2.499 -1.278 -5.009  0.43
C -5.267 -1.483 -5.008  -4.35
H -5.613 -0.485 -5.306  0.45
H -3.351 -2.921 -2.547  0.17
H -2.357 -0.573 -3.357  0.25
H -6.136 -2.105 -4.760  0.45
H -4.776 -1.961 -5.862  0.70
C -3.011 -0.695 -4.228  -2.68
H -3.267 0.293 -4.631  0.43
C -4.319 -0.410 -1.560  -0.76
O 1.151 3.435 -0.403  -0.67
C 1.960 2.649 0.063  -0.34
O 1.907 1.327 -0.099  -0.68
C 3.138 3.172 0.857  0.39
C 4.444 2.680 0.747  0.40
C 5.393 3.043 1.705  -0.47
C 5.059 3.957 2.721  -0.49
C 3.804 4.572 2.716  -0.37
C 2.847 4.199 1.770  -0.59
H 4.715 2.027 -0.084  0.23
H 6.391 2.612 1.681  0.41
H 5.792 4.218 3.491  0.34
H 3.548 5.353 3.442  0.35
H 1.862 4.664 1.734  0.42

***

3.
DFT (wB97M-V/def2-TZVPD) results for a structure of composition C29H45ClN5O4RhS.

Calculated values
Maximum force   0.4 eV/Å
LUMO level   -7.6 eV
Charge   +2
Gap between HOMO and LUMO   5.3611 eV
Energy   -72796.0220 eV
Energy above the lowest of the compared OMol25 structures with the same formula, charge and spin   0.000 eV

Each line ends with the Mulliken charge.
Geometry (Å):
Rh 1.847 2.425 1.926  0.16
C 2.322 5.138 1.311  -0.86
N 1.370 4.103 0.832  0.38
C 1.503 4.009 -0.641  -0.94
C -0.040 4.428 1.189  0.05
C -0.229 4.309 2.679  -1.02
N 0.289 2.978 3.146  0.94
C -0.838 2.057 3.417  -1.70
C 1.071 3.148 4.405  -1.11
H 2.073 6.109 0.879  0.35
H 3.329 4.855 1.006  0.33
H 2.290 5.226 2.397  0.34
H 1.318 4.991 -1.080  0.40
H 0.779 3.302 -1.036  0.27
H 2.515 3.694 -0.890  0.30
H -0.676 3.715 0.662  -0.14
H -0.299 5.434 0.848  0.48
H -1.284 4.404 2.934  0.38
H 0.304 5.095 3.212  0.40
H -1.389 2.412 4.290  0.45
H -0.451 1.061 3.624  0.31
H -1.517 2.043 2.566  0.61
H 0.493 3.714 5.138  0.47
H 1.989 3.712 4.198  0.40
H 1.333 2.173 4.804  0.38
C 3.201 -4.049 -1.399  -1.34
C 3.369 -2.880 -0.477  0.85
C 4.355 -1.925 -0.739  -0.92
C 4.526 -0.833 0.084  -0.86
C 3.687 -0.688 1.187  0.45
C 2.718 -1.631 1.494  -0.36
C 2.568 -2.725 0.653  -0.71
S 3.902 0.746 2.156  1.38
O 3.708 1.920 1.193  -0.60
O 5.121 0.742 2.868  -0.61
O 2.643 0.900 3.013  -0.65
H 2.985 -3.706 -2.413  0.37
H 2.398 -4.706 -1.074  0.10
H 4.120 -4.634 -1.444  0.44
H 5.000 -2.049 -1.600  0.46
H 5.298 -0.102 -0.124  0.50
H 2.104 -1.521 2.378  0.58
H 1.825 -3.479 0.883  0.49
C -1.939 -0.313 -3.280  -1.61
C -2.651 0.274 -2.053  1.84
C -4.117 0.545 -2.416  -1.92
C -2.009 1.643 -1.758  -1.99
C -2.571 -0.684 -0.809  1.86
O -2.761 0.079 0.405  -0.55
C -3.645 -1.791 -0.758  -1.78
C -3.683 -2.920 -1.795  -1.35
C -2.578 -3.941 -1.649  0.32
C -2.458 -4.672 -0.468  -0.02
C -1.473 -5.632 -0.313  -1.03
C -0.592 -5.873 -1.357  0.25
Cl 0.619 -7.101 -1.179  -0.17
C -0.690 -5.166 -2.543  -0.91
C -1.684 -4.203 -2.680  -0.08
C -1.199 -1.343 -0.600  -2.71
N -0.143 -0.377 -0.281  1.35
C -0.069 0.382 0.790  -0.74
N 0.969 1.208 0.646  1.96
C 1.534 0.846 -0.554  -1.71
N 0.865 -0.103 -1.138  -0.69
H -2.124 0.331 -4.141  0.53
H -2.298 -1.306 -3.539  0.22
H -0.859 -0.365 -3.143  0.24
H -4.161 1.296 -3.204  0.52
H -4.689 0.936 -1.570  0.39
H -4.623 -0.345 -2.787  0.36
H -2.139 2.280 -2.634  0.58
H -0.935 1.573 -1.580  0.33
H -2.482 2.139 -0.911  0.37
H -3.701 0.282 0.485  0.54
H -4.614 -1.288 -0.762  0.64
H -3.555 -2.240 0.234  0.70
H -3.706 -2.532 -2.812  0.51
H -4.639 -3.430 -1.656  0.47
H -3.167 -4.517 0.338  0.47
H -1.403 -6.215 0.595  0.47
H -0.016 -5.385 -3.360  0.48
H -1.776 -3.675 -3.622  0.41
H -0.860 -1.894 -1.472  0.46
H -1.265 -2.038 0.237  0.58
H -0.773 0.327 1.595  0.78
H 2.427 1.292 -0.954  0.43

***

4.
DFT (wB97M-V/def2-TZVPD) results for a structure of composition C29H45N12O3ReS at a distorted geometry.

Calculated values
Maximum force   5.4 eV/Å
LUMO level (alpha / beta)   -9.1 / -10.9 eV
Charge   +3
Gap between HOMO and LUMO (alpha / beta)   6.0175 / 4.2816 eV
Energy   -67767.0733 eV
2S+1   4
<S²>   3.92
Energy above the lowest of the compared OMol25 structures with the same formula, charge and spin   0.000 eV

Each line ends with the Mulliken charge.
Geometry (Å):
Re 1.831 1.343 0.603  0.14
C -1.091 1.671 3.878  -1.45
C 0.028 1.049 3.081  0.36
O -0.015 0.931 1.810  -0.49
N 1.022 0.461 3.798  0.10
C 1.703 -0.714 3.201  -1.14
C 3.099 -0.467 2.669  1.18
C 4.132 -1.375 3.125  -1.02
C 5.426 -1.044 2.835  -0.45
C 5.696 0.188 2.161  -0.90
C 4.669 0.999 1.803  -0.08
N 3.357 0.639 1.990  0.07
H -0.768 2.420 4.604  0.44
H -1.640 0.913 4.388  0.42
H -1.705 2.221 3.134  0.33
H 1.150 0.638 4.790  0.34
H 0.997 -1.133 2.438  0.16
H 1.850 -1.516 3.937  0.67
H 3.823 -2.244 3.666  0.52
H 6.158 -1.876 2.893  0.42
H 6.726 0.486 1.828  0.43
H 4.902 1.969 1.331  0.48
N 2.808 3.319 3.492  -0.24
C 1.996 3.949 2.597  0.35
N 1.824 5.205 2.911  -0.70
C 0.852 5.799 2.171  0.32
N 0.489 7.033 2.547  -0.33
N 0.166 5.303 1.144  -0.64
C 0.516 4.042 0.889  0.08
N 1.425 3.285 1.560  0.00
C -0.196 3.400 -0.218  1.05
C -1.237 4.024 -0.973  -0.60
C -1.755 3.380 -2.098  -0.77
C -1.207 2.198 -2.500  -0.67
C -0.194 1.581 -1.763  0.00
N 0.299 2.185 -0.628  0.33
H 2.819 3.749 4.440  0.30
H 2.981 2.346 3.348  0.08
H 0.950 7.431 3.312  0.25
H -0.390 7.366 2.133  0.27
H -1.608 4.963 -0.572  0.58
H -2.628 3.739 -2.651  0.48
H -1.488 1.725 -3.436  0.47
H 0.245 0.621 -2.036  0.42
C 3.346 -1.464 -2.328  -1.55
C 3.034 -0.234 -1.517  0.41
N 2.095 -0.272 -0.507  1.27
O 1.557 -1.514 -0.270  -0.63
C 3.508 1.079 -1.755  0.09
C 4.304 1.510 -2.936  -1.26
N 3.205 1.834 -0.646  0.83
O 3.575 3.044 -0.651  -0.57
H 3.286 -2.394 -1.757  0.36
H 4.322 -1.289 -2.796  0.50
H 2.628 -1.533 -3.183  0.33
H 0.492 -1.386 -0.280  0.01
H 4.405 0.644 -3.631  0.45
H 5.246 2.002 -2.599  0.31
H 3.688 2.255 -3.502  0.31
C -2.863 -0.714 -4.167  -0.96
C -2.374 -1.979 -4.897  -0.61
C -2.512 -3.224 -4.030  -0.39
C -1.381 -3.449 -2.939  -0.18
N -1.825 -4.132 -1.724  -0.23
C -1.978 -3.498 -0.525  0.35
S -1.635 -1.864 -0.286  -0.21
N -2.716 -4.238 0.340  -0.10
C -3.446 -3.697 1.445  -0.56
C -4.961 -3.913 1.458  -0.75
C -5.701 -2.854 0.610  -0.50
C -5.237 -2.759 -0.897  -0.79
H -2.718 0.181 -4.767  0.37
H -2.533 -0.576 -3.149  0.17
H -3.925 -0.712 -4.048  0.38
H -1.342 -1.776 -5.227  0.28
H -2.867 -2.200 -5.883  0.35
H -2.452 -4.102 -4.710  0.38
H -3.519 -3.279 -3.530  0.13
H -0.990 -2.486 -2.599  -0.18
H -0.542 -4.076 -3.391  0.36
H -2.104 -5.125 -1.783  0.28
H -2.746 -5.223 0.106  0.25
H -3.174 -2.656 1.550  0.28
H -2.984 -4.119 2.395  0.34
H -5.298 -3.921 2.510  0.35
H -5.181 -4.908 1.063  0.32
H -5.574 -1.824 1.101  0.24
H -6.759 -3.127 0.590  0.34
H -4.318 -2.144 -1.029  0.07
H -6.015 -2.347 -1.537  0.51
H -5.035 -3.743 -1.327  0.26

***

5.
DFT (wB97M-V/def2-TZVPD) results for a structure of composition C29H45O15Pt at a distorted geometry.

Calculated values
Maximum force   6.4 eV/Å
LUMO level (alpha / beta)   -8.1 / -11.7 eV
Charge   +2
Gap between HOMO and LUMO (alpha / beta)   5.7794 / 2.2302 eV
Energy   -64737.3445 eV
2S+1   4
<S²>   3.78

Each line ends with the Mulliken charge.
Geometry (Å):
Pt 1.461 1.783 3.744  1.05
C 0.644 0.468 0.850  0.79
O 0.338 0.967 2.109  -0.15
H 0.999 1.274 0.208  -0.49
H 1.455 -0.259 0.807  0.05
H -0.174 -0.043 0.341  -0.22
O -1.266 -2.503 -0.786  -0.47
C -2.379 -2.161 -1.055  0.23
O -2.669 -1.730 -2.316  -0.39
C -3.937 -1.085 -2.260  0.12
C -4.660 -1.557 -0.966  -0.97
C -3.521 -2.078 -0.088  0.88
H -4.441 -1.134 -3.225  0.42
H -3.773 -0.029 -2.047  -0.23
H -5.375 -2.317 -1.284  0.34
H -5.245 -0.765 -0.498  0.31
H -3.748 -3.013 0.424  0.50
H -3.231 -1.346 0.666  -0.76
O 6.763 0.089 -0.829  -0.57
C 5.688 0.061 -1.405  0.26
O 4.708 0.932 -0.986  -0.38
C 3.500 0.429 -1.389  2.32
C 3.841 -0.199 -2.743  -0.92
C 5.203 -0.860 -2.512  -0.26
H 2.795 1.260 -1.375  -1.10
H 3.059 -0.272 -0.681  -0.60
H 3.766 0.487 -3.587  0.40
H 3.148 -0.942 -3.138  0.36
H 5.825 -0.736 -3.398  0.34
H 5.045 -1.850 -2.083  0.27
O -2.978 1.729 -3.392  -0.62
C -1.751 1.649 -3.483  0.50
O -0.994 2.404 -2.627  -0.30
C 0.394 2.208 -2.750  0.98
C 0.415 0.976 -3.650  -0.42
C -0.850 0.868 -4.432  -0.57
H 0.869 2.003 -1.790  -0.98
H 0.893 3.070 -3.194  0.07
H 0.620 0.060 -3.097  0.24
H 1.214 1.033 -4.389  0.33
H -1.145 -0.167 -4.608  0.26
H -0.845 1.368 -5.401  0.34
O 4.169 -5.835 1.396  -0.57
C 3.136 -5.213 1.195  0.36
O 1.973 -5.837 1.010  -0.35
C 0.922 -4.842 0.936  -0.30
C 1.622 -3.501 0.767  0.74
C 3.001 -3.714 1.343  -0.51
H 0.365 -4.978 1.863  0.25
H 0.298 -4.980 0.053  0.23
H 0.944 -2.716 1.101  -0.71
H 1.754 -3.371 -0.307  0.35
H 2.971 -3.525 2.416  0.31
H 3.910 -3.217 1.006  0.31
O -4.654 -3.027 3.454  -0.12
C -3.444 -2.648 3.536  0.64
O -2.368 -3.133 2.758  -0.22
C -1.222 -2.408 2.992  0.62
C -1.455 -1.628 4.294  -0.52
C -2.959 -1.584 4.436  -0.46
H -0.953 -1.820 2.115  -0.35
H -0.434 -3.132 3.198  0.17
H -0.981 -0.652 4.192  0.17
H -0.946 -2.110 5.128  0.39
H -3.363 -0.636 4.081  0.02
H -3.357 -1.668 5.448  0.48
O -5.161 0.875 2.687  -0.64
C -4.247 1.360 2.035  0.36
O -4.232 1.287 0.708  -0.29
C -3.063 1.835 0.185  0.52
C -2.670 2.886 1.235  -0.38
C -3.038 2.185 2.551  0.09
H -3.318 2.222 -0.801  0.28
H -2.382 0.993 0.060  -0.41
H -3.276 3.782 1.103  0.46
H -1.632 3.218 1.229  -0.07
H -3.239 2.767 3.450  0.45
H -2.371 1.343 2.736  -0.30
O 2.183 3.308 2.171  -0.76
C 2.431 3.768 1.042  0.36
O 3.585 3.726 0.555  -0.25
C 3.672 4.086 -0.774  0.03
C 2.381 4.883 -1.043  -0.73
C 1.431 4.325 0.025  0.46
H 3.732 3.157 -1.340  -0.13
H 4.556 4.666 -1.039  0.42
H 2.014 4.799 -2.066  0.31
H 2.550 5.943 -0.854  0.29
H 0.727 3.575 -0.337  -0.48
H 0.779 5.119 0.389  0.49